Entry 1:
Entry from OMol25: a 2-piece molecular cluster, C4H6N3 overall in a non-equilibrium geometry (the ωB97M-V functional and the def2-TZVPD basis).

Calculated values
Lowest unoccupied orbital energy (spin up / spin down), eV: -5.6759 / -5.6767
E_HOMO (spin up / spin down), eV: -12.948 / -12.947
Total energy, Eh: -319.706336
ΔE to the lowest compared entry with this formula, charge and spin, kcal per mole: 204.1
HOMO-LUMO gap (spin up / spin down), Eh: 0.2672 / 0.2672
Largest force on an atom, Eh/bohr: 0.137

ORCA input file:
```
! RIJCOSX wB97M-V def2-TZVPD def2/J DEFGRID3
* xyz 1 1
C 1.3947 4.3970 1.3227
C 0.7840 3.3916 0.8978
C 0.2139 2.2849 0.5040
C -0.0321 -1.6807 0.1452
N -0.3454 1.4369 -0.0462
N -1.1339 -0.7890 -0.0791
N -1.0649 0.4938 -0.4887
H 1.9206 5.1681 1.8237
H 0.7463 -1.1977 0.5587
H -0.2120 -2.6378 0.6673
H 0.3261 -1.9517 -0.8010
H -1.9056 -1.3701 -0.3052
H -1.2058 0.8110 -2.0058
*
```

Entry 2:
Entry from OMol25: an isolated ion of composition C4H6N3O2S and charge +1 in a non-equilibrium geometry (the ωB97M-V functional and the def2-TZVPD basis).

Calculated values
Lowest unoccupied orbital energy (spin up / spin down), eV: -4.2834 / -6.3414
E_HOMO (spin up / spin down), eV: -10.312 / -13.183
Total energy, Eh: -868.460390
ΔE to the lowest compared entry with this formula, charge and spin, kcal per mole: 29.0
HOMO-LUMO gap (spin up / spin down), Eh: 0.2216 / 0.2514
Largest force on an atom, Eh/bohr: 0.074

ORCA input file:
```
! RIJCOSX wB97M-V def2-TZVPD def2/J DEFGRID3
* xyz 1 3
C 0.7519 -0.6117 1.8593
C -0.0101 -0.8048 0.7889
C 0.7892 -2.8148 2.4116
C -0.1303 0.0278 -0.3146
N -0.6340 -2.1126 0.7083
N 0.3105 1.2848 -0.2578
N -0.4969 -0.4207 -1.5551
O -0.2335 -3.0904 1.6908
O 1.6759 0.2863 2.2529
S 1.9058 -3.2294 3.4905
H -1.5979 -2.0961 0.8744
H 0.7980 1.5074 0.6521
H 0.5131 1.7611 -1.1520
H -0.8328 -1.3996 -1.7043
H -0.0486 0.0002 -2.3518
H 2.1032 0.0062 3.0702
*
```

Entry 3:
Entry from OMol25: an isolated ion of composition C4H6N3S and charge +1 (the ωB97M-V functional and the def2-TZVPD basis).

Calculated values
Lowest unoccupied orbital energy, eV: -4.9895
E_HOMO, eV: -13.675
Total energy, Eh: -718.226188
ΔE to the lowest compared entry with this formula, charge and spin, kcal per mole: 18.2
HOMO-LUMO gap, Eh: 0.3192
Largest force on an atom, Eh/bohr: 0.016

ORCA input file:
```
! RIJCOSX wB97M-V def2-TZVPD def2/J DEFGRID3
* xyz 1 1
N -0.0347 0.6836 -2.1995
C -0.0053 0.0512 -0.9925
N -0.0788 -1.2560 -0.9928
N -0.1476 -1.8619 0.1882
C -0.1220 -1.2669 1.3595
C -0.0432 0.1137 1.4163
C -0.0083 0.8159 0.2241
S 0.0047 2.5291 0.0772
H 0.5610 1.5026 -2.2525
H 0.1892 0.0601 -2.9672
H -0.2192 -2.8697 0.1353
H -0.1711 -1.8871 2.2414
H -0.0383 0.6013 2.3781
H 0.1134 2.7841 1.3842
*
```

Entry 4:
Entry from OMol25: a 2-piece molecular cluster, C4H6N4 overall in a non-equilibrium geometry (the ωB97M-V functional and the def2-TZVPD basis).

Calculated values
Lowest unoccupied orbital energy (spin up / spin down), eV: -0.5080 / -0.0594
E_HOMO (spin up / spin down), eV: -7.949 / -7.673
Total energy, Eh: -374.856197
ΔE to the lowest compared entry with this formula, charge and spin, kcal per mole: 128.7
HOMO-LUMO gap (spin up / spin down), Eh: 0.2735 / 0.2798
Largest force on an atom, Eh/bohr: 0.085

ORCA input file:
```
! RIJCOSX wB97M-V def2-TZVPD def2/J DEFGRID3
* xyz 0 1
C 0.9778 0.0262 2.5572
C 1.3242 -1.0238 -0.2749
C -0.0998 0.3359 1.6167
C 0.1350 1.2044 0.5104
N 1.6573 -0.1675 3.4369
N 0.5339 -1.8411 -0.7506
N -1.0741 -0.4699 1.8378
N -0.8732 1.6038 -0.2498
H 2.3507 -1.0504 0.1753
H 1.0406 1.9099 0.5145
H 0.8069 -2.9153 -0.9587
H -2.0239 -0.1913 1.6318
H -0.6485 2.1661 -1.1335
H -1.7660 0.9787 -0.3475
*
```

Entry 5:
Entry from OMol25: C4H6N4 as an isolated structure in a non-equilibrium geometry (the ωB97M-V functional and the def2-TZVPD basis).

Calculated values
Lowest unoccupied orbital energy, eV: 0.6044
E_HOMO, eV: -8.407
Total energy, Eh: -374.812853
ΔE to the lowest compared entry with this formula, charge and spin, kcal per mole: 155.9
HOMO-LUMO gap, Eh: 0.3312
Largest force on an atom, Eh/bohr: 0.252

ORCA input file:
```
! RIJCOSX wB97M-V def2-TZVPD def2/J DEFGRID3
* xyz 0 1
C -1.2118 -0.0402 -0.0689
C 0.6839 0.7963 -0.0986
C 2.1011 0.0688 0.2643
C 0.1207 -0.2956 -0.1980
H -2.0886 -1.5749 -0.7719
H -2.2248 -1.4456 1.0392
H -2.1162 2.0057 0.1151
H 2.9399 0.1109 -0.5025
H 2.6425 0.4102 1.3057
H 1.4176 -1.3951 -1.0339
N -2.3742 -0.8775 0.1400
N -1.2502 1.3532 -0.0174
N -0.0029 1.8859 -0.1094
N 1.3630 -1.0022 -0.0635
*
```

Entry 6:
Entry from OMol25: one molecule with the formula C4H6N4 in a non-equilibrium geometry (the ωB97M-V functional and the def2-TZVPD basis).

Calculated values
Lowest unoccupied orbital energy, eV: 0.3126
E_HOMO, eV: -9.147
SMILES string: [H]/N=N/N(C)/C(C#C)=N/[H]
Total energy, Eh: -374.869666
ΔE to the lowest compared entry with this formula, charge and spin, kcal per mole: 120.3
HOMO-LUMO gap, Eh: 0.3476
Largest force on an atom, Eh/bohr: 0.054

ORCA input file:
```
! RIJCOSX wB97M-V def2-TZVPD def2/J DEFGRID3
* xyz 0 1
H 0.2284 2.3305 -2.0180
N 0.3157 1.9310 -1.0773
N -0.6017 1.1756 -0.7488
N -0.2782 0.5241 0.5446
C -1.2876 0.5281 1.5813
C 0.5315 -0.5632 0.3766
C 0.7721 -0.8752 -1.0516
C 1.1469 -1.3014 -2.1185
N 0.8885 -1.4744 1.2097
H 1.4687 -2.1735 0.7369
H -2.1115 1.2082 1.3433
H -1.7085 -0.4691 1.7529
H -0.8322 0.8625 2.5196
H 1.4678 -1.7033 -3.0507
*
```

Entry 7:
Entry from OMol25: C4H6N4 as an isolated structure in a non-equilibrium geometry (the ωB97M-V functional and the def2-TZVPD basis).

Calculated values
Lowest unoccupied orbital energy, eV: 0.4631
E_HOMO, eV: -8.648
Total energy, Eh: -374.857414
ΔE to the lowest compared entry with this formula, charge and spin, kcal per mole: 128.0
HOMO-LUMO gap, Eh: 0.3348
Largest force on an atom, Eh/bohr: 0.202

ORCA input file:
```
! RIJCOSX wB97M-V def2-TZVPD def2/J DEFGRID3
* xyz 0 1
C -0.1819 -0.1335 -2.1824
C -0.2047 -0.1008 0.2691
C 0.1463 1.1189 2.0653
C 0.2828 -0.7896 1.3454
H -0.7229 1.7492 -2.9124
H -0.2680 -0.6974 -3.2541
H 0.6317 -1.7634 -1.1203
H 0.3707 2.1683 2.5541
H 1.2503 -1.5823 1.2849
H -0.6869 -1.3819 1.7108
N -0.4348 1.1255 -1.9850
N -0.0353 -0.7888 -0.9027
N -0.6686 1.0358 0.5884
N 0.5215 0.0400 2.5389
*
```

Entry 8:
Entry from OMol25: one molecule with the formula C4H6N4O in a non-equilibrium geometry (the ωB97M-V functional and the def2-TZVPD basis).

Calculated values
Lowest unoccupied orbital energy, eV: 0.5179
E_HOMO, eV: -9.161
SMILES string: C1=NC2=NOC[C@H]2NN1
Total energy, Eh: -450.073701
ΔE to the lowest compared entry with this formula, charge and spin, kcal per mole: 134.9
HOMO-LUMO gap, Eh: 0.3557
Largest force on an atom, Eh/bohr: 0.094

ORCA input file:
```
! RIJCOSX wB97M-V def2-TZVPD def2/J DEFGRID3
* xyz 0 1
C -0.2116 0.4281 -2.0445
N 0.7116 -0.5611 -1.8902
C 0.7143 -0.9123 -0.4669
N 1.6128 -1.4790 0.1425
O 1.4927 -1.1967 1.5807
C 0.2577 -0.6928 1.9300
C -0.2802 -0.1886 0.4708
N -0.3843 1.1967 0.1301
N -0.7817 1.3797 -1.1425
H -0.1753 0.7927 -3.1985
H 0.4858 0.0184 2.8364
H -0.6582 -1.1818 2.2281
H -1.2038 -0.8006 0.2762
H 0.3314 1.6610 0.6019
H -1.9112 1.5363 -1.4540
*
```

Entry 9:
Entry from OMol25: one molecule with the formula C4H6N4O in a non-equilibrium geometry (the ωB97M-V functional and the def2-TZVPD basis).

Calculated values
Lowest unoccupied orbital energy, eV: -0.4878
E_HOMO, eV: -9.494
SMILES string: N#CC(=O)CN=C(N)N
Total energy, Eh: -450.266946
ΔE to the lowest compared entry with this formula, charge and spin, kcal per mole: 13.6
HOMO-LUMO gap, Eh: 0.3310
Largest force on an atom, Eh/bohr: 0.057

ORCA input file:
```
! RIJCOSX wB97M-V def2-TZVPD def2/J DEFGRID3
* xyz 0 1
N -0.0448 -0.9508 2.6671
C -0.6329 -1.1620 1.6853
C -1.3434 -1.4552 0.4526
O -1.8947 -2.5484 0.3169
C -1.3656 -0.4207 -0.6548
N -0.6859 0.8324 -0.3231
C 0.5917 0.8732 -0.3085
N 1.2181 2.0194 0.0257
N 1.4926 -0.1036 -0.5440
H -2.4179 -0.1855 -0.8521
H -0.9593 -0.8637 -1.5710
H 0.5407 2.7110 0.3366
H 1.9220 1.8868 0.7436
H 2.3886 0.2506 -0.8620
H 1.1907 -0.8834 -1.1123
*
```

Entry 10:
Entry from OMol25: one molecule with the formula C4H6N4O in a non-equilibrium geometry (the ωB97M-V functional and the def2-TZVPD basis).

Calculated values
Lowest unoccupied orbital energy, eV: 0.4370
E_HOMO, eV: -8.507
SMILES string: [H]/N=c1\cc[nH]ocn[nH]1
Total energy, Eh: -450.146378
ΔE to the lowest compared entry with this formula, charge and spin, kcal per mole: 89.3
HOMO-LUMO gap, Eh: 0.3287
Largest force on an atom, Eh/bohr: 0.036

ORCA input file:
```
! RIJCOSX wB97M-V def2-TZVPD def2/J DEFGRID3
* xyz 0 1
H -3.1079 0.4601 -0.1932
N -2.6737 -0.3898 0.1573
C -1.3921 -0.2448 0.0522
C -0.7462 1.0183 -0.4115
C 0.4357 1.4933 -0.0385
N 1.3183 0.6923 0.8019
O 2.1397 -0.0993 -0.0454
C 1.5965 -1.3388 -0.3171
N 0.4700 -1.8300 -0.1452
N -0.6036 -1.2839 0.5463
H -1.3214 1.6874 -1.0628
H 0.7088 2.5333 -0.2735
H 2.0985 1.2920 1.1133
H 2.3192 -1.9195 -0.8932
H -1.2417 -2.0706 0.7094
*
```

Entry 11:
Entry from OMol25: a 2-piece molecular cluster, C4H6N4O2 overall in a non-equilibrium geometry (the ωB97M-V functional and the def2-TZVPD basis).

Calculated values
Lowest unoccupied orbital energy, eV: 0.0029
E_HOMO, eV: -10.037
SMILES string: N#C[C@H](O)c1cnn[nH]1.O
Total energy, Eh: -525.482006
ΔE to the lowest compared entry with this formula, charge and spin, kcal per mole: 79.6
HOMO-LUMO gap, Eh: 0.3689
Largest force on an atom, Eh/bohr: 0.039

ORCA input file:
```
! RIJCOSX wB97M-V def2-TZVPD def2/J DEFGRID3
* xyz 0 1
N -0.6280 2.5564 -1.0442
C -0.4252 1.9035 -0.1013
C -0.1325 0.8539 0.9284
O 1.2388 0.7933 1.1825
C -0.7309 -0.4714 0.5394
C -1.7893 -1.2019 1.0376
N -1.8724 -2.3549 0.3292
N -0.9468 -2.3625 -0.5831
N -0.2527 -1.2442 -0.4609
H -0.6359 1.1794 1.8496
H 1.7250 0.4392 0.4131
H -2.4168 -1.0043 1.9013
H 0.4811 -0.9943 -1.1295
O 1.9099 0.3620 -1.4623
H 2.8700 0.3947 -1.3849
H 1.6057 1.1510 -2.0148
*
```

Entry 12:
Entry from OMol25: one molecule with the formula C4H6N8 in a non-equilibrium geometry (the ωB97M-V functional and the def2-TZVPD basis).

Calculated values
Lowest unoccupied orbital energy, eV: 0.4183
E_HOMO, eV: -10.871
SMILES string: c1nnnn1CCn1cnnn1
Total energy, Eh: -593.996839
ΔE to the lowest compared entry with this formula, charge and spin, kcal per mole: 58.8
HOMO-LUMO gap, Eh: 0.4149
Largest force on an atom, Eh/bohr: 0.028

ORCA input file:
```
! RIJCOSX wB97M-V def2-TZVPD def2/J DEFGRID3
* xyz 0 1
C 1.4532 1.1381 -0.9078
N 2.3018 1.8856 -0.2543
N 2.8046 1.1236 0.7087
N 2.3149 -0.0408 0.6813
N 1.4465 -0.0907 -0.3378
C 0.6528 -1.2508 -0.6200
C -0.5039 -1.3542 0.3833
N -1.3495 -0.1992 0.2650
C -1.8365 0.6503 1.1992
N -2.5436 1.5655 0.5916
N -2.4855 1.2825 -0.7016
N -1.7893 0.2501 -0.9188
H 0.8554 1.4254 -1.7457
H 1.2867 -2.1362 -0.5351
H 0.2548 -1.1649 -1.6336
H -1.0852 -2.2567 0.1711
H -0.1176 -1.3993 1.4046
H -1.6595 0.5717 2.2498
*
```